Record 1
ORCA calculation (ωB97M-V/def2-TZVPD) on C26H28AsLuN6O7S4 as an isolated structure in a non-equilibrium geometry.

The geometry in ORCA input format:
```
! RIJCOSX wB97M-V def2-TZVPD def2/J DEFGRID3
* xyz -2 1
Lu 0.423 0.490 0.287
C 4.761 1.442 0.858
O 5.334 0.900 -0.340
C 4.589 0.805 -1.483
C 5.266 0.992 -2.667
C 4.652 0.794 -3.909
C 3.342 0.381 -3.940
C 2.620 0.185 -2.752
C 1.294 -0.393 -2.868
N 0.541 -0.724 -1.887
N -0.644 -1.371 -2.260
C -1.478 -1.360 -1.268
O -1.328 -0.788 -0.125
C -2.768 -2.095 -1.470
C -3.316 -2.274 -2.737
C -4.534 -2.921 -2.889
C -5.211 -3.408 -1.777
C -4.661 -3.245 -0.512
C -3.450 -2.584 -0.359
C 3.206 0.446 -1.488
O 2.562 0.286 -0.376
H 5.618 1.767 1.451
H 4.195 0.687 1.401
H 4.109 2.287 0.638
H 6.303 1.301 -2.602
H 5.204 0.964 -4.825
H 2.843 0.192 -4.885
H 0.937 -0.603 -3.880
H -2.769 -1.894 -3.589
H -4.956 -3.047 -3.878
H -6.158 -3.921 -1.899
H -5.171 -3.642 0.357
H -3.005 -2.454 0.620
O -0.460 -5.174 2.800
C 0.569 -5.196 1.977
O 1.094 -6.237 1.635
C 1.041 -3.893 1.441
C 2.053 -3.777 0.503
N 2.206 -2.472 0.248
N 1.378 -1.726 0.968
C 0.660 -2.551 1.706
C -0.387 -1.893 2.572
O -1.076 -2.641 3.315
O -0.462 -0.657 2.473
H -0.835 -4.228 2.917
H 2.636 -4.538 0.016
H 2.804 -1.980 -0.405
S -0.489 5.390 0.424
As 0.720 3.614 0.140
S 0.648 2.392 2.003
S -0.262 2.361 -1.405
S 2.701 4.082 -0.440
C -4.462 1.082 2.411
C -3.045 0.635 1.972
N -2.560 1.525 0.936
C -2.535 2.898 1.403
C -3.977 3.386 1.670
N -4.886 2.196 1.493
C -4.840 1.730 0.065
C -3.361 1.414 -0.264
H -4.488 1.488 3.423
H -5.210 0.293 2.319
H -3.052 -0.380 1.582
H -2.350 0.653 2.808
H -2.052 3.544 0.666
H -1.921 2.952 2.300
H -4.302 4.144 0.958
H -4.132 3.755 2.684
H -5.839 2.468 1.722
H -5.252 2.535 -0.544
H -5.489 0.855 -0.001
H -2.953 2.108 -1.000
H -3.275 0.404 -0.656
*
```

Computed properties:
**Energy relative to the best compared isomer or geometry (same formula, charge and spin)**: 0.0 kJ/mol
**Orbital gap**: 0.156 hartree

***

Record 2
ORCA calculation (ωB97M-V/def2-TZVPD) on C28H21N4O2SZr as an isolated structure in a non-equilibrium geometry.

The geometry in ORCA input format:
```
! RIJCOSX wB97M-V def2-TZVPD def2/J DEFGRID3
* xyz 3 1
Zr -0.142 0.703 -0.387
C -0.503 -5.972 -2.904
C -0.938 -4.583 -2.619
C -2.246 -4.185 -2.902
C -2.671 -2.893 -2.651
C -1.773 -1.987 -2.109
C -0.455 -2.346 -1.818
C -0.049 -3.642 -2.081
S -2.233 -0.377 -1.582
O -3.530 0.115 -1.829
O -1.081 0.549 -2.062
N -1.813 -0.409 0.025
C -2.685 0.253 0.924
C -3.929 -0.227 1.275
C -4.713 0.446 2.224
C -4.273 1.598 2.824
C -3.030 2.159 2.454
C -2.518 3.346 3.012
C -1.308 3.843 2.570
C -0.611 3.165 1.571
N -1.034 2.010 1.041
C -2.239 1.493 1.470
H -0.982 -6.669 -2.215
H 0.573 -6.090 -2.817
H -0.817 -6.265 -3.904
H -2.936 -4.903 -3.320
H -3.675 -2.579 -2.884
H 0.258 -1.576 -1.429
H 0.969 -3.944 -1.874
H -4.288 -1.141 0.825
H -5.671 0.033 2.496
H -4.861 2.085 3.586
H -3.077 3.858 3.783
H -0.895 4.745 2.996
H 0.330 3.567 1.194
C 2.621 3.978 -1.720
C 1.488 3.170 -1.568
N 1.494 2.058 -0.831
C 2.653 1.689 -0.208
C 3.847 2.444 -0.320
C 3.799 3.621 -1.096
C 5.027 1.984 0.338
C 5.018 0.848 1.085
C 3.824 0.085 1.254
C 3.756 -1.077 2.048
C 2.555 -1.748 2.175
C 1.427 -1.279 1.497
N 1.459 -0.191 0.718
C 2.636 0.499 0.602
H 2.566 4.873 -2.321
H 0.543 3.425 -2.052
H 4.687 4.231 -1.193
H 5.934 2.555 0.220
H 5.918 0.499 1.566
H 4.647 -1.427 2.552
H 2.483 -2.631 2.794
H 0.460 -1.786 1.576
*
```

Computed properties:
**Orbital gap**: 0.256 hartree

***

Record 3
ORCA calculation (ωB97M-V/def2-TZVPD) on C18H13MoN7O7S3Sb as an isolated structure.

The geometry in ORCA input format:
```
! RIJCOSX wB97M-V def2-TZVPD def2/J DEFGRID3
* xyz 2 2
Mo 0.310 1.534 -2.252
S 1.763 0.351 -7.897
Sb 2.436 1.268 -6.090
S -0.338 2.680 -4.095
S -0.004 0.700 -4.497
O 1.774 2.184 1.498
C 1.874 1.869 0.365
O 0.812 2.022 -0.514
C 3.089 1.267 -0.261
C 4.224 1.133 0.536
C 5.368 0.602 -0.016
C 5.439 0.186 -1.332
C 4.306 0.308 -2.110
C 3.141 0.862 -1.586
O 2.080 1.077 -2.412
N 4.385 -0.149 -3.511
O 3.322 -0.385 -4.096
O 5.468 -0.227 -4.014
N 6.579 0.465 0.830
O 6.466 0.794 1.986
O 7.551 -0.018 0.298
H 4.204 1.446 1.572
H 6.355 -0.227 -1.733
C -2.190 2.424 -0.048
C -2.213 1.060 -0.630
N -1.392 0.590 -1.596
C -1.777 -0.726 -1.876
C -2.810 -1.030 -1.074
N -3.074 0.100 -0.312
C -4.045 0.157 0.801
N -3.436 -0.274 2.007
N -2.470 0.518 2.560
N -1.969 -0.075 3.566
C -2.596 -1.303 3.712
C -2.401 -2.304 4.670
C -3.175 -3.432 4.558
C -4.127 -3.571 3.523
C -4.333 -2.591 2.578
C -3.536 -1.450 2.704
H -1.520 3.083 -0.599
H -1.867 2.381 0.995
H -3.186 2.865 -0.085
H -1.282 -1.329 -2.616
H -3.383 -1.935 -0.971
H -4.883 -0.491 0.556
H -4.397 1.181 0.890
H -1.675 -2.180 5.462
H -3.064 -4.232 5.276
H -4.721 -4.474 3.479
H -5.082 -2.705 1.805
*
```

Computed properties:
**Energy relative to the best compared isomer or geometry (same formula, charge and spin)**: 9.6 kJ/mol
**Orbital gap (alpha / beta)**: 0.166 / 0.179 hartree
**Expectation value of S²**: 0.761